1.
Density functional theory data (ωB97M-V with the def2-TZVPD basis set) for C4H2O2 in the gas phase.

XYZ file:
```
8
Properties=species:S:1:pos:R:3:forces:R:3
C 1.598 -0.142 -0.544 0.1 0.5 0.2
C 0.918 0.703 -0.002 0.3 -0.5 -0.3
C -0.452 0.918 0.477 -0.1 0.4 0.2
O -1.006 1.862 0.967 0.4 -0.6 -0.3
C -1.012 -0.478 0.129 -0.3 -0.3 0.4
O -1.086 -1.365 0.935 -0.3 0.4 -0.4
H 2.199 -0.898 -0.997 0.2 0.2 0.0
H -1.160 -0.600 -0.964 -0.2 -0.2 0.1
```
Forces are in eV/Å.

As for the total energy: -8271.5519 eV. For the HOMO-LUMO gap, the calculation gives 9.61 eV. The molar mass comes out at 82.1 g mol⁻¹. As for the energy above the lowest of the compared OMol25 structures with the same formula, charge and spin: 22.5 kcal/mol. The calculation puts the max |F| at 0.8 eV Å⁻¹. Its highest occupied orbital energy is -9.992 eV.

2.
Density functional theory data (ωB97M-V with the def2-TZVPD basis set) for C4H2O2 in the gas phase.

XYZ file:
```
8
Properties=species:S:1:pos:R:3:forces:R:3
C 1.623 -0.124 -0.555 -0.1 0.4 0.2
C 0.913 0.694 -0.013 0.2 -0.4 -0.2
C -0.456 0.912 0.479 -0.1 0.4 0.1
O -0.998 1.863 0.968 0.4 -0.6 -0.3
C -1.032 -0.481 0.142 0.0 -0.3 0.4
O -1.114 -1.362 0.953 -0.3 0.4 -0.3
H 2.204 -0.886 -1.021 0.3 0.2 0.0
H -1.141 -0.616 -0.953 -0.3 -0.2 0.1
```
Forces are in eV/Å.

As for the total energy: -8271.5796 eV. For the HOMO-LUMO gap, the calculation gives 9.63 eV. The molar mass comes out at 82.1 g mol⁻¹. As for the energy above the lowest of the compared OMol25 structures with the same formula, charge and spin: 21.9 kcal/mol. The calculation puts the max |F| at 0.8 eV Å⁻¹. Its highest occupied orbital energy is -10.015 eV.

3.
Density functional theory data (ωB97M-V with the def2-TZVPD basis set) for 2 unconnected molecules or ions with the total composition C4H2O2 at a distorted geometry.

XYZ file:
```
8
Properties=species:S:1:pos:R:3:forces:R:3
C -0.502 0.094 -2.451 -9.9 -3.0 2.6
C 0.597 0.447 -2.641 9.2 3.0 -1.4
C 0.764 -0.229 1.248 -0.6 -0.9 -1.5
C -1.283 -0.149 0.027 0.9 1.5 -0.8
O 0.724 0.849 1.657 0.3 1.3 1.1
O -0.170 -0.743 0.293 -2.2 0.3 -0.3
H 1.365 -1.098 1.215 1.9 -0.5 1.3
H -1.494 0.830 0.653 0.4 -1.6 -0.9
```
Forces are in eV/Å.

As for the total energy: -8262.9275 eV. For the HOMO-LUMO gap (alpha / beta), the calculation gives 8.85 / 6.83 eV. As for the spin multiplicity: 3. The molar mass comes out at 82.1 g mol⁻¹. As for the energy above the lowest of the compared OMol25 structures with the same formula, charge and spin: 174.0 kcal/mol. The calculation puts the max |F| at 10.7 eV Å⁻¹. As for the expectation value of S²: 2.08. Its highest occupied orbital energy (alpha / beta) is -10.169 / -9.661 eV.

4.
Density functional theory data (ωB97M-V with the def2-TZVPD basis set) for C4H2O4 in the gas phase at a distorted geometry.

XYZ file:
```
10
Properties=species:S:1:pos:R:3:forces:R:3
O -2.794 -1.161 0.427 2.8 0.7 0.2
C -1.980 -0.349 0.059 -3.6 1.7 -2.3
O -2.613 0.905 -0.563 1.6 -1.4 1.6
C -0.473 -0.388 -0.163 -3.1 0.7 1.4
C 0.695 -0.171 0.022 -1.8 -1.5 -1.9
C 2.089 -0.189 -0.165 1.3 -2.8 0.1
O 2.777 -1.199 -0.502 -2.2 4.6 1.2
O 2.483 0.990 0.399 4.5 -3.6 0.3
H -3.542 1.099 -0.224 1.8 -1.2 -0.3
H 3.358 0.464 0.710 -1.3 3.0 -0.4
```
Forces are in eV/Å.

As for the total energy: -12366.5165 eV. For the HOMO-LUMO gap, the calculation gives 10.18 eV. The molar mass comes out at 114.1 g mol⁻¹. As for the energy above the lowest of the compared OMol25 structures with the same formula, charge and spin: 57.5 kcal/mol. The calculation puts the max |F| at 5.8 eV Å⁻¹. Its highest occupied orbital energy is -11.349 eV.

5.
Density functional theory data (ωB97M-V with the def2-TZVPD basis set) for a molecular structure, C4H2O5Tl at a distorted geometry.

XYZ file:
```
12
Properties=species:S:1:pos:R:3:forces:R:3
C 5.463 -0.563 0.070 1.3 -0.5 0.1
O 6.480 -1.074 -0.085 -0.4 0.1 -0.1
O 4.447 -0.032 0.271 0.1 0.1 -0.3
O -0.113 1.329 0.341 -0.5 0.5 -0.4
C -1.252 1.038 0.079 -0.1 -0.2 0.0
O -1.651 -0.231 0.203 0.5 0.9 1.3
Tl 2.123 0.493 1.008 -0.4 0.0 0.6
H -1.997 1.743 -0.320 0.1 0.0 0.2
O -3.742 -1.224 1.048 1.2 2.5 0.9
C -3.128 -0.580 0.254 -1.1 -4.5 -1.0
C -3.067 -0.828 -1.121 -1.1 0.8 -1.1
H -3.564 -0.074 -1.749 0.4 0.2 -0.3
```
Forces are in eV/Å.

As for the total energy: -19100.4640 eV. As for the charge: +1. For the HOMO-LUMO gap, the calculation gives 9.03 eV. The molar mass comes out at 334.4 g mol⁻¹. The calculation puts the max |F| at 4.7 eV Å⁻¹. Its highest occupied orbital energy is -13.704 eV.

6.
Density functional theory data (ωB97M-V with the def2-TZVPD basis set) for C4H2OS in the gas phase at a distorted geometry.

XYZ file:
```
8
Properties=species:S:1:pos:R:3:forces:R:3
C -0.407 1.772 1.228 -2.6 0.3 -0.6
C 0.017 0.678 0.884 -0.2 3.6 -1.0
C 0.472 -0.494 0.226 -1.9 -3.7 7.1
O 0.523 -1.431 1.164 0.9 2.5 -4.4
C 0.324 -0.939 -1.127 -1.0 2.0 -2.2
S -0.513 -0.403 -2.413 0.2 0.3 1.2
H -1.254 2.612 1.325 2.9 -2.2 0.1
H 0.839 -1.795 -1.287 1.6 -2.9 -0.2
```
Forces are in eV/Å.

As for the total energy: -17058.0587 eV. For the HOMO-LUMO gap, the calculation gives 7.48 eV. The molar mass comes out at 98.1 g mol⁻¹. As for the energy above the lowest of the compared OMol25 structures with the same formula, charge and spin: 39.6 kcal/mol. The calculation puts the max |F| at 8.2 eV Å⁻¹. Its highest occupied orbital energy is -9.694 eV.